1.
Computed, not measured: 3 unconnected molecules or ions with the total composition C14H17N3O4S, with ωB97M-V/def2-TZVPD.

## Properties
- maximum force (eV/A) = 5.29
- energy above the lowest of the compared OMol25 structures with the same formula, charge and spin (kJ/mol) = 340.7
- HOMO (eV) = -9.500
- molecular weight (g/mol) = 323.4
- total energy (hartree) = -1407.0192
- total charge = 0
- frontier orbital gap (eV) = 9.7

XYZ file:
```
39
Properties=species:S:1:pos:R:3:mulliken_charge:R:1
C 2.05252 -2.14915 4.08033 -1.22
H 1.42596 0.22021 3.04068 0.26
O 0.90766 -2.81587 1.99161 -0.28
C 0.91092 -1.45589 -0.95422 -0.19
H -2.64144 2.42486 -5.19418 0.37
H -2.13474 -1.66889 2.22435 0.37
H -1.71634 3.21289 -1.08194 0.44
H 2.66101 -1.21115 4.37776 0.40
C -2.14577 2.62808 -3.11140 -0.32
H -0.00345 -0.10804 2.17073 0.26
S -1.44582 -1.03207 4.79251 -0.25
H -2.70249 6.36878 -3.51150 0.35
C -2.72683 4.46763 -4.52682 -0.31
H 2.90097 1.07700 -2.97238 0.37
C 1.14788 0.65473 -1.80208 -0.10
O -1.37757 -2.29937 2.25828 -0.46
H -2.06177 -1.84346 5.75370 0.20
C -0.66208 -2.12646 3.52630 0.14
O 0.62509 -5.11222 2.34841 -0.55
H -3.01825 4.87549 -5.48672 0.35
C 0.85729 -1.78074 3.04063 0.96
H 2.45983 -2.88681 -1.37193 0.39
H 1.66578 -2.59260 5.05544 0.28
H 3.78514 -1.24248 -2.70307 0.37
C 0.38150 -3.95626 2.72919 0.60
H 2.79370 -2.87334 3.57329 0.27
C 2.84269 -0.95452 -2.24986 -0.22
N 0.41744 -0.21365 -1.08410 -0.42
H -1.97311 1.57175 -2.94517 0.40
H 0.30003 -2.13687 -0.37131 0.46
N -2.19659 4.86024 -2.21194 -0.56
C 2.35529 0.33582 -2.40172 -0.56
N 0.94479 -0.42942 2.40304 -0.55
C -2.51687 3.10644 -4.35974 -0.29
C 2.10925 -1.87184 -1.51130 -0.48
C -2.00153 3.53886 -2.07729 -0.23
H 0.72657 1.65139 -1.88914 0.35
C -2.55318 5.29698 -3.43035 -0.20
O -0.39346 -3.53002 3.88196 -0.38
```



2.
Computed, not measured: a molecular structure, C14H17N6PdS2, with ωB97M-V/def2-TZVPD.

## Properties
- 2S+1 = 3
- maximum force (eV/A) = 1.90
- HOMO (spin up / spin down) (eV) = -10.720 / -11.099
- molecular weight (g/mol) = 439.9
- total energy (hartree) = -1796.2369
- total charge = +1
- frontier orbital gap (spin up / spin down) (eV) = 7.0 / 5.9

XYZ file:
```
40
Properties=species:S:1:pos:R:3:mulliken_charge:R:1
H 0.16260 -1.63249 -5.16697 0.35
C 0.81765 -1.58362 -4.29687 -0.97
H -2.03028 2.60764 0.32503 0.43
C 0.98440 -0.13529 -3.85031 -0.41
C -1.04080 -1.51133 1.99713 0.56
H 1.78020 -2.02037 -4.56338 0.30
C -0.90646 -1.50358 0.53555 0.47
H 0.01755 0.27579 -3.55888 0.24
C 1.11231 2.70288 1.24597 0.57
H -1.06978 -1.39571 5.82276 0.40
Pd 1.10059 0.47727 1.53061 -0.16
S 2.79402 0.00264 -0.23439 -0.27
H 2.87185 0.13907 -2.89923 0.23
C -2.11698 -2.06886 2.67501 -0.52
H 2.63466 3.52463 0.16178 0.27
H -2.92700 -2.51845 2.11738 0.37
N 0.01105 -0.72004 0.09526 0.74
C 0.88000 3.74369 -0.88773 -0.23
S 2.11057 2.35036 2.58982 -0.28
H 1.38611 4.25452 -1.69455 0.42
H 1.38842 0.46646 -4.66359 0.42
N 1.63823 3.35834 0.16099 -0.01
H 0.81029 -0.44412 4.48828 0.42
N -0.02483 -0.94652 2.67918 -0.39
N 0.32072 -0.63339 -1.19901 -0.80
C -2.14023 -2.02627 4.05854 -0.36
C -1.72386 -2.38191 -0.35483 -1.26
H -1.90180 -3.34986 0.11222 0.42
H -2.97309 -2.45066 4.60287 0.43
H -2.69080 -1.92304 -0.57419 0.31
N -0.23426 2.47906 1.27913 -0.44
H 0.37213 -2.17298 -3.49763 0.20
N 1.88975 0.02402 -2.71601 -0.17
C -1.08675 -1.43958 4.74372 -0.65
C -0.45362 3.48831 -0.88291 -0.53
C -0.04312 -0.90498 4.00947 -0.08
H -1.19594 -2.52663 -1.29347 0.20
H -1.09003 3.77877 -1.70361 0.45
C -0.97274 2.83491 0.25306 -0.14
C 1.53929 -0.21869 -1.44619 0.46
```



> Look up the molecular weight of the first one.

323.4 g/mol